The following is a quantum chemistry calculation of C39H43BrN4OSTc as an isolated structure in a non-equilibrium geometry, from OMol25.

```
! RIJCOSX wB97M-V def2-TZVPD def2/J DEFGRID3
* xyz 0 2
Tc -0.156 -0.378 -0.126
C 0.914 -4.191 3.872
C 1.312 -2.780 4.309
N 2.016 -2.018 3.287
C 1.450 -1.370 2.253
S -0.277 -1.405 2.067
N 2.285 -0.705 1.474
N 1.743 -0.099 0.411
C 2.537 0.522 -0.425
C 4.009 0.642 -0.213
C 1.876 1.085 -1.578
C 2.508 1.926 -2.498
C 1.780 2.484 -3.528
C 0.423 2.197 -3.634
C -0.137 1.338 -2.711
N 0.559 0.782 -1.719
H 0.408 -4.703 4.692
H 1.793 -4.771 3.587
H 0.236 -4.149 3.023
H 1.982 -2.848 5.165
H 0.426 -2.220 4.614
H 3.015 -1.908 3.360
H 4.273 0.204 0.744
H 4.319 1.689 -0.221
H 4.548 0.121 -1.008
H 3.560 2.142 -2.379
H 2.253 3.148 -4.238
H -0.183 2.622 -4.420
H -1.185 1.071 -2.753
C -3.178 -7.327 -1.351
C -2.227 -7.060 -0.175
C -3.038 -6.939 1.124
C -1.290 -8.263 -0.039
C -1.472 -5.756 -0.423
C -2.172 -4.559 -0.528
C -1.463 -3.401 -0.716
Br -2.380 -1.699 -0.852
C -0.058 -3.300 -0.811
O 0.495 -2.121 -0.912
C 0.648 -4.531 -0.765
C -0.090 -5.694 -0.559
C 2.174 -4.694 -0.912
C 2.735 -5.295 0.387
C 2.972 -3.416 -1.196
C 2.447 -5.663 -2.075
H -3.699 -8.277 -1.211
H -2.617 -7.377 -2.286
H -3.928 -6.540 -1.443
H -3.580 -7.867 1.320
H -3.767 -6.130 1.067
H -2.376 -6.741 1.970
H -1.877 -9.149 0.209
H -0.558 -8.117 0.757
H -0.763 -8.464 -0.974
H -3.251 -4.517 -0.459
H 0.466 -6.620 -0.499
H 2.560 -4.611 1.220
H 3.813 -5.450 0.290
H 2.272 -6.254 0.622
H 2.921 -2.724 -0.358
H 2.617 -2.905 -2.088
H 4.022 -3.687 -1.347
H 1.989 -6.639 -1.909
H 3.524 -5.809 -2.187
H 2.056 -5.254 -3.008
C -0.887 1.347 0.567
C -1.168 2.490 0.962
C -1.364 3.780 1.392
C -1.833 3.998 2.762
C -1.440 5.116 3.510
C -1.891 5.295 4.806
C -2.742 4.366 5.388
C -3.106 3.233 4.674
C -2.652 3.045 3.381
C -1.060 4.871 0.466
C -1.654 6.137 0.582
C -1.346 7.151 -0.309
C -0.448 6.931 -1.343
C 0.129 5.676 -1.489
C -0.175 4.659 -0.604
H -0.748 5.825 3.076
H -1.568 6.161 5.370
H -3.113 4.525 6.392
H -3.748 2.489 5.128
H -2.932 2.159 2.824
H -2.385 6.307 1.360
H -1.815 8.121 -0.199
H -0.206 7.728 -2.035
H 0.826 5.491 -2.298
H 0.280 3.682 -0.714
*
```

Results
* total energy: -132224.8255 eV
* largest force on an atom: 0.031 hartree/bohr
* LUMO energy (alpha / beta): -1.038 / -0.815 eV
* gap between HOMO and LUMO (alpha / beta): 5.49 / 6.58 eV
* ⟨S²⟩: 1.221
* HOMO energy (alpha / beta): -6.53 / -7.39 eV

The following is a quantum chemistry calculation of a 4-piece molecular cluster, C39H43N3O6S overall, from OMol25.

```
! RIJCOSX wB97M-V def2-TZVPD def2/J DEFGRID3
* xyz 0 1
C 2.462 -1.584 2.298
C 1.296 -0.681 2.728
C 1.577 0.193 3.957
C 2.278 1.527 3.663
C 2.331 2.421 4.912
C 1.781 2.281 2.443
C 2.746 2.719 1.540
C 2.420 3.391 0.373
O 3.403 3.767 -0.498
C 3.998 2.659 -1.185
C 2.978 1.796 -1.907
C 1.098 3.665 0.073
C 0.119 3.216 0.940
C 0.439 2.539 2.124
C -0.714 2.114 2.971
O -0.708 2.122 4.184
C -1.920 1.666 2.204
C -2.727 0.628 2.656
C -3.817 0.214 1.899
C -4.670 -0.951 2.325
C -4.362 -2.232 1.505
C -3.686 -3.347 2.320
S -4.718 -4.777 2.381
O -5.752 -4.562 3.338
O -5.010 -5.178 1.035
O -3.746 -5.867 3.012
C -4.105 0.879 0.707
C -3.326 1.934 0.268
C -2.220 2.318 1.015
C -1.316 3.414 0.573
O -1.707 4.365 -0.069
H 2.097 -2.526 1.892
H 3.073 -1.102 1.534
H 3.113 -1.816 3.143
H 1.012 -0.063 1.878
H 0.427 -1.308 2.950
H 0.664 0.349 4.529
H 2.246 -0.369 4.617
H 3.316 1.274 3.429
H 1.354 2.493 5.382
H 3.066 2.026 5.614
H 2.654 3.427 4.637
H 3.792 2.511 1.734
H 4.552 2.040 -0.470
H 4.716 3.077 -1.885
H 2.204 2.388 -2.398
H 2.464 1.115 -1.230
H 3.463 1.196 -2.680
H 0.825 4.180 -0.837
H -2.493 0.150 3.600
H -4.513 -1.143 3.385
H -5.713 -0.684 2.158
H -3.702 -1.972 0.677
H -5.275 -2.606 1.044
H -2.753 -3.684 1.867
H -3.474 -3.060 3.347
H -3.239 -6.279 2.298
H -4.958 0.557 0.122
H -3.547 2.468 -0.646
C -0.420 -2.994 -0.990
C -0.861 -2.033 -0.095
C -0.535 -0.706 -0.334
N 0.205 -0.308 -1.364
C 0.633 -1.242 -2.211
C 0.342 -2.591 -2.075
H -0.669 -4.038 -0.845
H -1.450 -2.298 0.772
H -0.878 0.074 0.338
H 1.237 -0.887 -3.038
H 0.702 -3.307 -2.800
C -3.435 -7.153 -3.230
C -3.861 -6.177 -2.343
C -3.504 -4.858 -2.591
N -2.773 -4.474 -3.638
C -2.375 -5.423 -4.480
C -2.675 -6.767 -4.322
H -3.692 -8.193 -3.076
H -4.461 -6.413 -1.474
H -3.824 -4.070 -1.918
H -1.784 -5.088 -5.326
H -2.323 -7.492 -5.044
C 5.153 6.562 -5.710
C 5.824 5.362 -5.878
C 5.785 4.435 -4.848
N 5.138 4.637 -3.702
C 4.497 5.794 -3.553
C 4.474 6.785 -4.523
H 5.158 7.311 -6.491
H 6.367 5.145 -6.788
H 6.296 3.483 -4.943
H 3.979 5.927 -2.609
H 3.935 7.706 -4.349
*
```

Results
* total energy: -68730.9314 eV
* largest force on an atom: 0.011 hartree/bohr
* ΔE to the lowest compared entry with this formula, charge and spin: 0.0 kJ/mol
* LUMO energy: -0.561 eV
* gap between HOMO and LUMO: 8.49 eV
* HOMO energy: -9.05 eV